# 1
ORCA calculation (wB97M-V/def2-TZVPD) on the ion C10H15FN with charge +1 at a distorted geometry.

total charge	+1
E_tot	-14810.786	eV
HOMO level	-0.4572	hartree

Each line ends with the Mulliken charge.
Positions of all 27 atoms, in Å:
C  1.373087  1.465338  0.742691  -0.687
N  0.767475  0.207554  1.173278  -0.093
C  0.432374  0.268533  2.576926  -0.788
C  -0.283019  -0.174303  0.319967  0.206
C  -1.504920  1.047114  0.199732  -0.757
C  -2.217230  1.103971  -0.942944  0.353
F  -3.190129  1.982973  -0.947596  -0.274
C  -2.024353  0.176291  -2.056173  -0.752
C  -0.917697  -0.591281  -2.182563  -0.842
C  0.073823  -0.825294  -0.999004  1.438
C  1.530684  -1.198335  -1.360043  -1.369
C  -0.508655  -1.646860  0.219592  -1.085
H  1.561346  1.373320  -0.349437  0.292
H  0.600497  2.325480  0.812293  0.372
H  2.333732  1.646330  1.229891  0.424
H  1.574889  -0.629762  1.134071  0.506
H  -0.021761  -0.693567  2.885694  0.315
H  1.381300  0.656384  3.057913  0.367
H  -0.248186  1.044011  2.704309  0.408
H  -1.819982  1.591462  1.020539  0.522
H  -2.631634  0.230519  -2.982612  0.360
H  -0.751299  -1.058342  -3.130941  0.440
H  1.957278  -0.506538  -2.191261  0.351
H  1.566897  -2.256361  -1.597644  0.475
H  2.133693  -1.154364  -0.400773  0.217
H  -1.445413  -2.160822  0.347738  0.283
H  0.277205  -2.223453  0.716357  0.320

Atoms 1-3, force components in eV/Å:
-0.300 1.914 -1.943
4.084 -1.984 0.374
1.373 -0.503 1.349

---

# 2
ORCA calculation (wB97M-V/def2-TZVPD) on a structure of composition B3F12Sn at a distorted geometry.

total charge	-1
E_tot	-40488.985	eV
HOMO level	-0.3082	hartree

Each line ends with the Mulliken charge.
Positions of all 16 atoms, in Å:
Sn  0.563631  0.932769  -0.348288  1.736
B  -1.856089  -1.928171  0.390492  0.619
F  -3.187929  -2.126631  0.813992  -0.379
F  -1.136629  -3.121401  0.540982  -0.391
F  -1.702329  -1.624891  -0.931628  -0.390
F  -1.139229  -0.995951  1.064072  -0.361
B  -0.389829  4.076439  0.608062  0.544
F  -0.695899  5.414109  0.746022  -0.335
F  -0.898329  3.305389  1.673322  -0.379
F  -0.912069  3.414609  -0.461518  -0.343
F  1.004831  3.841519  0.489002  -0.413
B  2.077721  -2.262031  -0.922788  0.470
F  0.795411  -2.012481  -1.360318  -0.285
F  2.393701  -1.384711  0.063382  -0.397
F  2.171191  -3.497531  -0.420408  -0.352
F  2.911841  -2.031031  -1.944378  -0.345

Atoms 1-3, force components in eV/Å:
-0.967 -1.616 0.789
-0.396 -3.794 -0.679
0.648 0.836 -0.155

---

# 3
ORCA calculation (wB97M-V/def2-TZVPD) on a structure of composition C49H32BrLiN5OS2 at a distorted geometry.

total charge	-1
E_tot	-152748.550	eV
HOMO level (alpha / beta)	-0.1067 / -0.1048	hartree

Each line ends with the Mulliken charge.
Positions of all 91 atoms, in Å:
Li  1.035044  -0.391174  -0.549014  1.087
Br  0.153044  -3.001774  -7.815814  -0.257
C  -0.031456  -2.139974  -6.117814  0.132
C  -1.136156  -1.325474  -5.915714  -1.061
C  -1.208756  -0.668674  -4.697914  0.173
C  -0.233456  -0.807974  -3.720314  0.224
O  -0.329756  0.010526  -2.602514  -0.256
C  0.846444  -1.720674  -3.880514  0.910
C  1.829744  -2.105674  -2.951414  -0.427
N  1.963744  -1.790374  -1.672114  0.615
C  2.892644  -2.380774  -0.919114  -1.119
C  3.694244  -3.481174  -1.313714  -1.014
C  4.681944  -4.037374  -0.552714  -1.117
C  4.965444  -3.517874  0.735586  -0.660
C  4.259744  -2.471674  1.196486  -0.712
C  4.154944  -1.976974  2.572586  -0.211
C  3.984044  -0.450874  2.748986  -0.140
C  3.717044  0.192726  1.427586  -0.772
N  3.350944  -0.397074  0.375986  -0.532
C  3.124644  -1.825774  0.460586  2.527
C  0.916944  -2.346474  -5.157614  -1.359
H  -1.893856  -1.199274  -6.672414  0.419
H  -2.057156  -0.023574  -4.511214  0.285
H  2.540344  -2.810074  -3.389314  0.080
H  3.506744  -3.939974  -2.273814  0.252
H  5.230744  -4.896974  -0.914914  0.335
H  5.728844  -3.975074  1.352986  0.426
H  4.828944  -2.432174  3.295486  0.700
H  4.759744  0.084826  3.299486  0.607
H  3.868344  1.265126  1.361886  0.475
H  1.737044  -3.021674  -5.354714  0.430
S  -2.915356  5.450626  0.927386  -0.128
C  -2.967656  6.686126  -0.270614  -0.553
C  -1.977256  6.541426  -1.186614  -0.734
C  -1.161356  5.415826  -0.939114  -0.365
C  -1.536956  4.706626  0.166886  0.579
C  -0.947256  3.508926  0.727586  1.049
C  -0.324056  2.559226  -0.109614  -1.795
N  0.173044  1.428826  0.332186  0.261
C  0.218344  1.210626  1.649486  -0.845
C  -0.228356  2.177826  2.603686  0.933
C  0.154144  2.055526  3.943786  -1.642
C  1.109444  1.108826  4.272786  -0.308
C  1.529444  0.154626  3.367686  0.189
C  2.684044  -0.739074  3.586986  -1.354
C  2.629044  -2.111974  2.904186  1.054
C  1.922544  -2.024574  1.506186  -0.925
N  0.957044  -1.015974  1.308386  -0.795
C  0.909444  0.033126  2.093386  0.649
C  2.272244  -3.294874  3.699186  -0.427
C  2.245644  -4.596374  3.290386  -0.019
C  1.978444  -5.506974  4.334786  -0.885
C  1.814844  -4.896774  5.535386  -0.485
S  1.987944  -3.185874  5.413486  -0.172
C  -0.935856  3.278026  2.087186  -0.887
H  -3.729556  7.439526  -0.218514  0.452
H  -1.829756  7.213326  -2.014414  0.474
H  -0.319856  5.144326  -1.551814  0.555
H  -0.253656  2.738026  -1.171114  0.743
H  -0.201356  2.766426  4.675386  0.413
H  1.549044  1.111426  5.263586  0.422
H  2.954444  -0.825674  4.645486  1.205
H  1.456744  -2.987974  1.274886  0.700
H  2.424944  -4.895574  2.272786  0.419
H  1.911044  -6.571374  4.189086  0.390
H  1.606844  -5.335774  6.490986  0.436
H  -1.388456  3.988426  2.767286  0.455
N  -1.411956  -0.390874  -1.790814  -0.622
C  -2.363656  0.421626  -1.548214  0.213
C  -3.333556  -0.133674  -0.572214  -1.444
C  -2.855756  -0.498374  0.681886  -0.362
C  -3.730856  -0.929274  1.661786  -0.667
C  -5.085556  -1.021974  1.389586  -0.458
C  -5.560756  -0.710374  0.126086  -0.808
C  -4.690256  -0.265174  -0.854114  0.170
C  -2.634556  1.780826  -2.051114  2.211
C  -1.955956  2.340026  -3.138814  0.201
C  -2.281656  3.597726  -3.606514  -1.505
C  -3.285256  4.336726  -3.006314  -0.403
C  -3.951256  3.809626  -1.912414  -0.976
C  -3.622956  2.556426  -1.433614  -0.516
H  -1.797956  -0.419574  0.878686  0.780
H  -3.351456  -1.176574  2.642986  0.465
H  -5.773756  -1.333874  2.162386  0.399
H  -6.616556  -0.794274  -0.092114  0.388
H  -5.065756  -0.011474  -1.835814  0.495
H  -1.161756  1.798426  -3.624114  0.573
H  -1.735856  4.007826  -4.444114  0.424
H  -3.537356  5.322826  -3.372914  0.446
H  -4.716156  4.389626  -1.414614  0.452
H  -4.132156  2.178326  -0.559214  0.448

Atoms 1-3, force components in eV/Å:
-0.209 0.267 -0.318
0.015 -0.011 0.087
-0.097 -0.020 -0.255

---

# 4
ORCA calculation (wB97M-V/def2-TZVPD) on a structure of composition C16H18F24N5O16S8 at a distorted geometry.

total charge	-3
E_tot	-208992.377	eV
HOMO level	-0.1127	hartree

Each line ends with the Mulliken charge.
Positions of all 87 atoms, in Å:
C  4.390240  -10.652636  -10.909156  -1.161
C  4.195937  -11.604997  -9.711151  0.290
C  2.966131  -12.515581  -9.960163  -1.032
N  2.466867  -13.264526  -8.735103  0.903
C  1.800807  -12.292486  -7.801567  -1.096
C  1.464848  -14.305588  -9.159507  -0.690
C  1.698812  -15.448421  -8.207503  0.006
C  3.225994  -15.495464  -8.096269  -0.476
C  3.595300  -13.991731  -8.018333  -0.504
H  5.212093  -11.040961  -11.506966  0.061
H  4.829380  -9.704408  -10.587899  0.315
H  3.409948  -10.448933  -11.332125  0.399
H  4.102203  -11.052089  -8.775025  0.284
H  5.021359  -12.301927  -9.576992  -0.044
H  3.206338  -13.281834  -10.703501  0.406
H  2.141329  -12.054248  -10.511047  0.650
H  1.091094  -11.706781  -8.381988  0.301
H  2.623599  -11.740982  -7.361053  0.459
H  1.200867  -12.848252  -7.083570  0.353
H  0.412256  -14.018531  -9.261550  0.351
H  1.541565  -14.602726  -10.210357  0.092
H  1.033435  -15.461774  -7.341710  0.173
H  1.371531  -16.368011  -8.705226  -0.137
H  3.600329  -16.172401  -7.335320  0.540
H  3.506484  -15.840249  -9.095125  0.209
H  3.539247  -13.766739  -6.954038  0.212
H  4.602450  -13.854244  -8.397052  0.126
C  11.711454  -13.614655  -13.999788  0.729
F  11.550915  -13.279735  -15.280738  -0.242
F  12.994173  -13.966527  -13.823055  -0.267
F  11.471256  -12.499842  -13.314164  -0.248
S  10.580011  -15.090588  -13.541609  0.935
O  10.271297  -15.762169  -14.774284  -0.622
O  11.303460  -15.865378  -12.571182  -0.639
N  9.291857  -14.314497  -12.691254  -0.188
S  8.287956  -13.950063  -13.893289  1.003
O  8.828044  -12.941629  -14.800338  -0.690
O  7.654439  -15.078538  -14.527725  -0.684
C  6.808004  -13.113634  -13.035626  0.580
F  7.239591  -12.289980  -12.090336  -0.230
F  6.163802  -12.353351  -13.937921  -0.255
F  5.957722  -13.988821  -12.499675  -0.152
C  2.050147  -16.722177  -13.036381  0.593
F  1.156920  -15.895979  -12.429713  -0.260
F  2.477611  -16.106386  -14.118476  -0.223
F  2.997380  -16.956501  -12.144147  -0.171
S  1.237946  -18.436938  -13.409589  1.127
O  1.065570  -18.449647  -14.839822  -0.679
O  2.198294  -19.419644  -12.970467  -0.617
N  -0.162817  -18.415249  -12.542175  -0.498
S  -0.056478  -18.845839  -11.030066  0.993
O  -0.592123  -20.145165  -10.725420  -0.663
O  1.205996  -18.560678  -10.385623  -0.540
C  -1.269237  -17.564887  -10.379686  0.654
F  -2.439581  -17.508016  -11.012074  -0.267
F  -1.480371  -17.867173  -9.093183  -0.247
F  -0.693723  -16.360414  -10.417868  -0.191
C  7.604993  -15.812691  -8.468015  0.693
F  8.465686  -16.774004  -8.189206  -0.217
F  6.964411  -16.152920  -9.583452  -0.212
F  6.751057  -15.685434  -7.451742  -0.206
S  8.409159  -14.122099  -8.707440  0.590
O  7.504086  -13.430823  -9.584281  -0.501
O  8.530518  -13.613317  -7.359872  -0.662
N  9.776032  -14.550602  -9.621619  -0.025
S  10.969317  -14.634722  -8.559024  0.996
O  11.282676  -13.411109  -7.842769  -0.679
O  10.916077  -15.821321  -7.740002  -0.668
C  12.524461  -14.812810  -9.590394  0.572
F  13.561516  -14.361020  -8.862889  -0.238
F  12.760059  -16.068435  -9.922075  -0.222
F  12.505590  -14.032733  -10.684538  -0.222
C  0.734886  -18.870533  -5.298143  0.692
F  1.938656  -19.376888  -5.483875  -0.212
F  0.243711  -18.404874  -6.441291  -0.205
F  -0.093750  -19.795078  -4.837702  -0.231
S  0.799125  -17.428704  -4.044768  0.979
O  0.984465  -16.199525  -4.756048  -0.512
O  -0.477369  -17.432314  -3.347755  -0.718
N  2.026639  -17.962136  -2.933037  -0.598
S  3.298424  -17.064190  -3.309815  1.030
O  4.450999  -17.605442  -2.621767  -0.698
O  3.559763  -16.851517  -4.703192  -0.516
C  3.029456  -15.384672  -2.471331  0.650
F  2.470778  -15.641772  -1.273236  -0.275
F  4.203852  -14.812403  -2.194092  -0.240
F  2.265744  -14.530808  -3.131408  -0.178

Atoms 1-3, force components in eV/Å:
0.893 -0.043 1.287
-0.799 -0.524 -0.046
0.656 -0.371 -0.569

---

What is the total charge in the first record? +1